1.
# C40H97ClN6O10S

A 7-piece molecular cluster, C40H97ClN6O10S overall in a non-equilibrium geometry (wB97M-V/def2-TZVPD, OMol25).

Geometry (Å):
C1 -3.250 1.674 -0.543
C2 -1.939 0.892 -0.833
C3 -1.423 0.180 0.425
C4 -0.462 1.075 1.242
C5 0.685 0.219 1.832
C6 1.740 1.120 2.505
C7 3.041 1.178 1.684
C8 4.248 1.583 2.581
C9 4.862 2.891 2.100
C10 5.666 3.602 3.188
C11 6.057 5.015 2.697
C12 5.102 6.057 3.240
O1 5.515 6.668 4.454
S1 5.236 8.251 4.445
O2 6.494 8.870 4.245
O3 4.519 8.702 5.563
O4 4.347 8.274 3.133
C13 4.492 7.123 2.309
C14 5.229 7.499 1.004
Cl1 4.492 9.075 0.469
C15 6.744 7.714 1.120
C16 7.584 6.670 0.341
H1 -3.128 2.722 -0.790
H2 -3.465 1.591 0.513
H3 -4.060 1.251 -1.126
H4 -1.195 1.612 -1.160
H5 -2.065 0.160 -1.622
H6 -0.836 -0.673 0.099
H7 -2.224 -0.140 1.083
H8 -0.972 1.500 2.102
H9 0.001 1.829 0.615
H10 0.238 -0.477 2.534
H11 1.121 -0.307 0.993
H12 1.374 2.140 2.593
H13 1.931 0.752 3.509
H14 2.907 1.972 0.955
H15 3.226 0.247 1.163
H16 3.877 1.749 3.585
H17 4.974 0.777 2.606
H18 5.483 2.737 1.219
H19 4.079 3.593 1.809
H20 6.551 3.022 3.435
H21 5.050 3.654 4.081
H22 6.067 4.980 1.617
H23 7.055 5.209 3.077
H24 4.229 5.472 3.532
H25 3.535 6.716 1.998
H26 4.957 6.816 0.214
H27 7.060 7.777 2.153
H28 6.970 8.679 0.694
H29 6.960 6.068 -0.310
H30 8.031 5.996 1.057
H31 8.357 7.169 -0.225
C17 -3.146 -3.518 2.573
O5 -3.615 -2.183 2.562
C18 -5.021 -2.036 2.608
C19 -5.640 -2.163 4.007
C20 -5.724 -3.598 4.519
N1 -4.931 -1.347 4.998
H32 -3.822 -4.189 2.034
H33 -3.003 -3.880 3.594
H34 -2.175 -3.529 2.078
H35 -5.215 -1.022 2.246
H36 -5.499 -2.723 1.897
H37 -6.664 -1.784 3.933
H38 -4.761 -3.962 4.876
H39 -6.418 -3.656 5.356
H40 -6.080 -4.275 3.740
H41 -4.976 -0.371 4.721
H42 -3.943 -1.578 4.936
C21 7.437 8.268 -4.561
O6 6.730 8.227 -3.336
C22 6.242 9.475 -2.875
C23 4.932 9.937 -3.527
C24 5.101 10.474 -4.946
N2 3.921 8.876 -3.538
H43 8.013 9.193 -4.663
H44 6.763 8.157 -5.413
H45 8.129 7.425 -4.572
H46 6.047 9.332 -1.811
H47 7.022 10.243 -2.956
H48 4.549 10.758 -2.913
H49 5.219 9.674 -5.675
H50 4.220 11.044 -5.237
H51 5.967 11.135 -5.017
H52 3.721 8.601 -2.580
H53 4.347 8.050 -3.951
C25 3.531 -0.693 6.825
O7 4.270 0.258 6.080
C26 4.931 1.245 6.848
C27 6.266 0.801 7.462
C28 6.115 -0.112 8.675
N3 7.131 0.142 6.479
H54 3.080 -0.247 7.716
H55 4.154 -1.543 7.111
H56 2.735 -1.069 6.181
H57 5.141 2.060 6.148
H58 4.255 1.650 7.612
H59 6.774 1.709 7.800
H60 5.868 -1.134 8.392
H61 7.051 -0.152 9.231
H62 5.339 0.254 9.351
H63 7.332 0.791 5.723
H64 6.588 -0.594 6.035
C29 -3.088 -3.305 -2.272
O8 -3.341 -1.915 -2.363
C30 -3.921 -1.484 -3.578
C31 -5.438 -1.693 -3.675
C32 -5.845 -3.141 -3.927
N4 -6.137 -1.208 -2.480
H65 -2.798 -3.727 -3.238
H66 -3.956 -3.841 -1.880
H67 -2.267 -3.444 -1.568
H68 -3.726 -0.408 -3.624
H69 -3.399 -1.937 -4.432
H70 -5.785 -1.103 -4.528
H71 -5.787 -3.753 -3.027
H72 -6.877 -3.185 -4.273
H73 -5.218 -3.601 -4.694
H74 -5.963 -0.212 -2.372
H75 -5.687 -1.626 -1.669
C33 -8.988 -5.165 -3.620
O9 -7.831 -5.981 -3.634
C34 -8.066 -7.359 -3.846
C35 -8.276 -7.760 -5.314
C36 -9.650 -7.394 -5.867
N5 -7.246 -7.191 -6.186
H76 -9.843 -5.685 -3.178
H77 -9.244 -4.821 -4.625
H78 -8.764 -4.285 -3.016
H79 -7.162 -7.861 -3.490
H80 -8.895 -7.708 -3.214
H81 -8.189 -8.850 -5.357
H82 -9.725 -6.335 -6.111
H83 -9.843 -7.948 -6.785
H84 -10.442 -7.639 -5.155
H85 -6.336 -7.528 -5.881
H86 -7.211 -6.191 -6.003
C37 -2.942 -7.611 -5.155
O10 -3.997 -8.477 -4.776
C38 -3.710 -9.859 -4.889
C39 -2.901 -10.448 -3.725
C40 -1.419 -10.086 -3.757
N6 -3.453 -10.066 -2.421
H87 -2.359 -8.022 -5.983
H88 -2.285 -7.395 -4.309
H89 -3.388 -6.669 -5.475
H90 -4.685 -10.354 -4.903
H91 -3.233 -10.071 -5.855
H92 -2.971 -11.536 -3.812
H93 -1.237 -9.069 -3.410
H94 -0.858 -10.751 -3.101
H95 -1.009 -10.185 -4.764
H96 -4.406 -10.410 -2.348
H97 -3.554 -9.054 -2.414

Cartesian forces (eV/Å) of the 2 atoms listed first:
0.8184 -0.4498 -0.4251
-0.6152 0.2107 0.6625

The spin multiplicity is 1. As for the SMILES: CCCCCCCCCCC[C@H]1OS(=O)(=O)O[C@H]1[C@@H](Cl)CC.COC[C@@H](C)N.COC[C@@H](C)N.COC[C@@H](C)N.COC[C@@H](C)N.COC[C@@H](C)N.COC[C@@H](C)N. The calculation puts the LUMO energy at 0.39 eV. For the largest force on an atom, the calculation gives 1.90 eV Å⁻¹.

Atom charges from the Löwdin analysis, given in e for atoms 1 to 8: number 1, C, carries -0.08; number 2, C, carries -0.24; number 3, C, carries -0.21; number 4, C, carries -0.20; number 5, C, carries -0.21; number 6, C, carries -0.20; number 7, C, carries -0.19; number 8, C, carries -0.19

2.
# C41H101N3O10P3

A 7-piece molecular cluster, C41H101N3O10P3 overall in a non-equilibrium geometry (wB97M-V/def2-TZVPD, OMol25).

Geometry (Å):
C1 -2.146 -0.638 7.057
O1 -1.483 -1.824 7.439
C2 -1.188 -2.683 6.351
C3 -2.437 -3.245 5.698
C4 -2.163 -4.436 4.771
C5 -0.946 -4.271 3.864
C6 -1.142 -3.152 2.821
C7 -1.402 -3.703 1.417
C8 -1.800 -2.584 0.457
C9 -1.549 -2.896 -1.018
C10 -2.197 -1.811 -1.919
C11 -1.287 -1.360 -3.088
C12 -1.045 0.146 -3.175
C13 -2.330 0.969 -3.436
P1 -3.288 1.462 -1.971
O2 -2.412 1.791 -0.841
O3 -4.402 0.398 -1.629
O4 -4.161 2.726 -2.428
N1 -0.345 0.593 -1.913
C14 1.009 0.002 -1.724
C15 1.907 0.325 -2.899
P2 3.614 -0.245 -2.613
N2 3.992 -1.733 -2.928
C16 1.296 -0.221 -4.202
C17 -0.064 0.445 -4.370
P3 -0.758 0.199 -6.070
N3 0.258 0.183 -7.254
H1 -1.812 0.168 7.707
H2 -3.226 -0.718 7.180
H3 -1.892 -0.352 6.033
H4 -0.587 -3.490 6.764
H5 -0.597 -2.112 5.625
H6 -2.979 -2.475 5.150
H7 -3.094 -3.580 6.502
H8 -2.073 -5.360 5.341
H9 -3.035 -4.562 4.124
H10 -0.040 -4.075 4.432
H11 -0.794 -5.203 3.318
H12 -0.279 -2.486 2.773
H13 -1.990 -2.525 3.102
H14 -2.246 -4.388 1.501
H15 -0.518 -4.222 1.051
H16 -1.246 -1.673 0.723
H17 -2.857 -2.342 0.568
H18 -0.484 -2.998 -1.226
H19 -2.047 -3.840 -1.231
H20 -3.109 -2.236 -2.325
H21 -2.416 -0.970 -1.266
H22 -0.353 -1.902 -3.003
H23 -1.730 -1.670 -4.030
H24 -2.975 0.378 -4.086
H25 -2.064 1.871 -3.983
H26 -4.977 0.238 -2.389
H27 -3.700 3.227 -3.106
H28 -0.261 1.611 -1.851
H29 -0.921 0.318 -1.111
H30 0.950 -1.069 -1.554
H31 1.424 0.434 -0.814
H32 1.921 1.413 -3.023
H33 3.862 0.160 -1.287
H34 4.384 0.635 -3.393
H35 3.202 -2.273 -3.261
H36 1.966 0.063 -5.011
H37 1.255 -1.306 -4.202
H38 0.120 1.526 -4.322
H39 -1.714 1.229 -6.184
H40 -1.528 -0.980 -6.047
H41 1.220 0.291 -6.962
C18 -4.551 -1.197 11.347
C19 -3.813 -0.383 10.298
O5 -4.660 0.329 9.412
C20 -5.524 1.281 10.006
C21 -4.807 2.384 10.766
H42 -5.231 -1.905 10.871
H43 -3.839 -1.753 11.956
H44 -5.140 -0.568 12.016
H45 -3.233 -1.054 9.664
H46 -3.096 0.297 10.773
H47 -6.256 0.783 10.652
H48 -6.083 1.715 9.177
H49 -4.240 1.997 11.614
H50 -5.530 3.103 11.151
H51 -4.110 2.908 10.111
C22 -7.905 1.861 -2.569
C23 -7.467 1.857 -4.023
O6 -7.761 0.655 -4.709
C24 -9.135 0.300 -4.790
C25 -9.999 1.329 -5.497
H52 -7.456 1.021 -2.034
H53 -7.597 2.788 -2.084
H54 -8.986 1.778 -2.464
H55 -6.379 1.955 -4.073
H56 -7.879 2.721 -4.555
H57 -9.532 0.082 -3.793
H58 -9.153 -0.636 -5.345
H59 -10.019 2.283 -4.969
H60 -11.024 0.967 -5.565
H61 -9.627 1.512 -6.505
C26 8.786 0.787 -0.116
C27 8.307 0.126 -1.394
O7 7.102 0.673 -1.912
C28 7.138 2.049 -2.243
C29 8.169 2.410 -3.298
H62 8.019 0.725 0.658
H63 9.687 0.293 0.247
H64 9.031 1.839 -0.260
H65 8.085 -0.924 -1.207
H66 9.092 0.148 -2.157
H67 7.283 2.656 -1.342
H68 6.139 2.281 -2.619
H69 9.185 2.206 -2.961
H70 8.104 3.472 -3.536
H71 7.998 1.837 -4.211
C30 13.165 3.068 2.677
C31 12.665 2.412 1.402
O8 11.464 2.969 0.897
C32 11.508 4.343 0.556
C33 12.529 4.685 -0.516
H72 12.403 3.018 3.456
H73 14.061 2.557 3.032
H74 13.420 4.117 2.526
H75 12.432 1.365 1.600
H76 13.445 2.421 0.633
H77 11.670 4.955 1.450
H78 10.507 4.579 0.192
H79 13.549 4.476 -0.193
H80 12.470 5.746 -0.761
H81 12.340 4.108 -1.422
C34 1.779 2.911 1.371
C35 2.637 2.925 0.119
O9 1.906 3.158 -1.086
C36 1.212 4.401 -1.158
C37 2.110 5.617 -1.044
H82 0.984 2.166 1.289
H83 2.392 2.670 2.239
H84 1.308 3.876 1.557
H85 3.095 1.944 -0.018
H86 3.459 3.639 0.222
H87 0.415 4.435 -0.408
H88 0.725 4.400 -2.135
H89 2.612 5.667 -0.077
H90 1.519 6.526 -1.157
H91 2.877 5.602 -1.819
C38 -5.339 -4.176 -5.680
C39 -4.270 -4.475 -4.643
O10 -4.767 -4.881 -3.385
C40 -5.550 -6.067 -3.375
C41 -4.817 -7.298 -3.876
H92 -6.026 -3.413 -5.312
H93 -4.879 -3.818 -6.602
H94 -5.926 -5.061 -5.926
H95 -3.702 -3.562 -4.439
H96 -3.553 -5.208 -5.031
H97 -6.478 -5.915 -3.936
H98 -5.835 -6.210 -2.333
H99 -4.520 -7.204 -4.921
H100 -5.461 -8.173 -3.792
H101 -3.915 -7.473 -3.287

Cartesian forces (eV/Å) of the 2 atoms listed first:
0.0737 0.2126 0.1911
0.1421 -0.0985 0.0500

The spin multiplicity is 1. The calculation puts the LUMO energy at -2.58 eV. For the largest force on an atom, the calculation gives 1.49 eV Å⁻¹. The net charge is +1.

Atom charges from the Löwdin analysis, given in e for atoms 1 to 8: number 1, C, carries -0.12; number 2, O, carries -0.19; number 3, C, carries -0.24; number 4, C, carries -0.19; number 5, C, carries -0.20; number 6, C, carries -0.21; number 7, C, carries -0.21; number 8, C, carries -0.21

Energy above the lowest of the compared OMol25 structures with the same formula, charge and spin values (in eV) by entry order: 0.0000, 0.0000.